# 1
Here is a structure of composition C12H15AlBBr3Cl4F6LiN2O10 from OMol25. Energies are from ωB97M-V/def2-TZVPD.

Each line ends with the Löwdin charge.
Cartesian coordinates (Å):
F  -6.0733  -2.7339  1.5774  0.05
C  0.4953  0.0563  1.8421  -0.08
Cl  -8.8810  0.7264  3.3951  -0.48
N  2.7474  0.6806  2.4705  -0.11
C  5.7587  3.4538  -2.1832  -1.03
F  6.8725  0.0213  -2.0484  -0.80
H  4.4471  1.6475  3.5907  0.14
F  -2.5217  -1.3458  -3.6583  -0.73
H  2.5606  -1.2640  1.0292  0.16
B  -5.9182  -1.7394  2.6275  -1.07
C  -2.0617  0.0673  1.1795  -0.09
H  5.0710  2.9827  -1.4767  0.00
C  4.8277  1.6017  1.3419  -0.08
C  2.0580  -0.4043  1.6453  0.10
H  4.7674  -0.1213  2.9926  0.15
Br  -0.3342  -0.7791  -4.2454  0.83
H  -0.5479  1.7031  3.0197  0.15
Cl  0.7090  -3.1670  -7.1720  0.67
N  0.3676  1.2757  2.7518  0.11
C  0.8004  0.6881  -3.6588  -1.52
H  -2.3657  0.3701  2.2711  0.12
F  3.7906  1.8796  0.2910  -0.15
C  -1.9755  1.4745  0.3081  -0.27
H  -0.7175  -1.8651  1.5727  0.13
C  -5.1780  -2.2492  4.7013  -0.37
O  1.0301  -1.8416  -7.6648  -0.31
H  -2.9207  -0.5821  0.7208  0.13
O  -2.1092  1.4553  -1.1776  -0.03
Cl  6.8318  4.5465  -1.3005  0.45
O  1.1763  -4.1610  -8.1185  -0.23
O  -0.7272  -3.2886  -7.0129  -0.27
H  1.9423  2.5844  3.8093  0.16
Cl  6.6784  2.1955  -3.0173  0.58
O  -6.2701  -2.3190  3.9282  -0.06
H  5.2838  2.6537  1.6191  0.13
O  1.3565  -3.3765  -5.8916  -0.33
O  -5.1286  -2.6473  5.8538  0.19
O  -4.5135  -1.3299  2.7318  0.23
H  5.1933  4.0291  -2.9205  0.02
H  -0.4093  -0.8748  -0.0878  0.09
F  -6.7574  -0.5839  2.3506  -0.04
O  -2.9734  -1.4339  4.3859  0.18
O  -1.7808  2.6491  0.9228  -0.06
C  -4.1007  -1.6426  3.9676  -0.36
Al  -8.0025  -2.1452  4.6472  0.85
F  3.1581  -3.5700  -8.6656  -0.26
C  1.7857  1.6482  3.1244  0.06
Br  1.1588  0.6070  -1.7486  0.61
C  4.2302  0.9007  2.6982  -0.13
H  -2.0626  2.4459  -1.4231  0.13
Br  0.0800  2.4161  -4.1874  0.55
H  1.7620  0.5727  -4.1698  -0.01
H  5.6166  0.8938  0.8346  0.14
Li  -7.5536  -1.9545  0.5547  0.86
C  -0.6730  -0.8068  1.0723  -0.12

Its HOMO-LUMO gap is 0.06047 hartree. As for the charge: -1. The calculation puts the electronic energy at -11764.3271 hartree.



# 2
Here is a structure of composition C5H11N from OMol25. Energies are from ωB97M-V/def2-TZVPD.

Each line ends with the Mulliken spin population.
Cartesian coordinates (Å):
C  -1.2102  -0.6395  0.2816  0.00
H  2.3108  -1.0084  -0.0917  0.02
H  0.3765  1.0845  0.5996  -0.02
H  -0.7326  0.3336  -1.6869  0.00
H  0.8822  -1.4859  -1.0986  0.01
C  0.7076  0.6466  1.7043  0.01
H  -1.9310  -0.4716  1.0987  0.00
H  -2.4864  -0.2456  -1.5296  0.00
C  0.2501  -0.2679  0.6249  0.06
N  1.4335  0.6326  -1.4944  1.04
C  -1.6019  0.1407  -1.0144  0.01
H  2.0322  1.3038  -0.9660  -0.02
H  1.7267  0.4885  2.0106  0.00
H  0.0352  0.7768  2.5121  0.00
H  -1.9239  1.1347  -0.6240  0.00
C  1.3178  -0.6975  -0.4333  -0.10
H  -1.1867  -1.7255  0.1070  0.00

As for the spin multiplicity: 2. Its HOMO-LUMO gap (spin up / spin down) is 0.35559 / 0.34455 hartree. As for the charge: +1. The expectation value of S² is 0.757. The calculation puts the electronic energy at -251.4043 hartree. The value obtained for the energy relative to the best compared isomer or geometry (same formula, charge and spin) is 114.70 kcal per mole.



# 3
Here is a cluster of 2 separate species, C3H5N4PS in total from OMol25. Energies are from ωB97M-V/def2-TZVPD.

Each line ends with the Löwdin charge.
Cartesian coordinates (Å):
C  -0.3565  0.0095  -0.3905  -0.75
N  -0.0304  -2.0537  -0.4247  -0.10
H  -0.7307  3.3148  1.0066  0.06
N  0.0429  -0.9553  -1.1805  -0.01
H  -2.3330  2.6208  0.2991  0.06
H  2.3355  -0.7728  -1.6024  -0.07
C  2.5231  -0.9431  -0.5828  -0.55
C  -1.2528  2.3733  0.6161  -0.42
S  -0.3531  1.6865  -0.7895  0.87
H  0.0702  -3.0169  -0.8402  0.18
P  2.6929  -1.5945  0.7850  0.72
H  -1.3249  1.5664  1.3923  0.02
N  -0.7046  -0.4802  0.8806  0.00
N  -0.5786  -1.7547  0.8309  0.01

Its HOMO-LUMO gap is 0.34566 hartree. The calculation puts the electronic energy at -1075.7379 hartree. The structure (SMILES) is CSc1nn[nH]n1.C#P. The value obtained for the energy relative to the best compared isomer or geometry (same formula, charge and spin) is 18.33 kcal per mole.